Model P:
A 2-piece molecular cluster, C7H11N3O overall, computed with ωB97M-V with the def2-TZVPD basis set.

The HOMO energy is -7.86 eV. The calculation puts the HOMO-LUMO gap at 0.32489 hartree.

```
! RIJCOSX wB97M-V def2-TZVPD def2/J DEFGRID3
* xyz 0 1
N -2.378 0.949 1.109
C -1.858 0.323 0.003
C -1.647 -0.992 -0.273
N -0.991 -1.018 -1.468
C -0.835 0.298 -1.865
N -1.417 1.110 -1.019
H -3.196 0.490 1.349
H -2.408 1.915 1.042
H -1.775 -1.761 0.370
H -0.666 -1.844 -2.030
H -0.252 0.536 -2.774
O 1.798 -1.105 -1.647
C 1.756 -0.540 -0.595
C 1.756 0.896 -0.057
C 1.554 0.397 1.423
C 1.464 -1.040 0.822
H 0.903 1.401 -0.315
H 2.567 1.539 -0.220
H 2.401 0.590 1.967
H 0.518 0.903 1.791
H 2.232 -1.528 1.314
H 0.474 -1.520 1.071
*
```



Model Q:
The molecule C7H11N3O, computed with ωB97M-V with the def2-TZVPD basis set.

The HOMO energy is -8.66 eV. The calculation puts the HOMO-LUMO gap at 0.34217 hartree.

```
! RIJCOSX wB97M-V def2-TZVPD def2/J DEFGRID3
* xyz 0 1
C -2.771 1.379 0.174
N -2.192 0.076 -0.017
C -3.105 -1.041 -0.134
C -0.806 -0.169 0.020
C -0.213 -1.471 -0.002
C 1.169 -1.487 0.056
N 1.898 -0.342 -0.025
C 3.321 -0.467 0.093
C 1.260 0.871 -0.042
O 2.053 1.808 -0.184
N -0.105 0.993 0.039
H -3.365 1.653 -0.666
H -3.340 1.474 1.081
H -1.986 2.088 0.178
H -3.094 -1.573 -1.090
H -4.140 -0.706 -0.071
H -2.978 -1.794 0.586
H -0.739 -2.413 -0.020
H 1.697 -2.458 0.175
H 3.846 0.058 -0.729
H 3.750 -0.025 1.012
H 3.602 -1.533 0.051
*
```



The structure with the most favorable energy is model Q; the runner-up is 177.0 kJ/mol above it.



Model P:
An isolated ion of composition C8H6N3O4 and charge -1, computed with ωB97M-V with the def2-TZVPD basis set.

The HOMO energy is -4.88 eV. The calculation puts the HOMO-LUMO gap at 0.28178 hartree.

```
! RIJCOSX wB97M-V def2-TZVPD def2/J DEFGRID3
* xyz -1 1
O -2.773 2.594 -0.686
C -2.782 1.486 -0.173
O -3.545 0.913 0.602
N -1.685 0.549 -0.538
C -0.559 0.578 0.030
C -0.054 1.658 0.855
C 1.258 1.790 1.116
C 2.211 0.839 0.607
C 1.824 -0.262 -0.044
C 0.374 -0.623 -0.172
C 0.016 -1.387 -1.476
N -0.266 -2.720 -1.058
N -0.248 -2.808 0.167
O -0.455 -3.764 0.862
O 0.100 -1.605 0.837
H -0.782 2.396 1.158
H 1.635 2.628 1.686
H 3.261 1.053 0.752
H 2.536 -0.992 -0.407
H -0.888 -0.939 -1.905
H 0.821 -1.383 -2.213
*
```



Model Q:
An isolated ion of composition C8H6N3O4 and charge -1, computed with ωB97M-V with the def2-TZVPD basis set.

The HOMO energy is -4.09 eV. The calculation puts the HOMO-LUMO gap at 0.26899 hartree.

```
! RIJCOSX wB97M-V def2-TZVPD def2/J DEFGRID3
* xyz -1 1
O 0.703 2.531 0.538
C 0.640 1.344 0.326
C -0.555 0.663 -0.171
C -1.780 1.057 0.357
C -2.987 0.425 0.049
C -3.041 -0.655 -0.790
C -1.818 -1.045 -1.356
C -0.579 -0.375 -1.100
C 1.673 0.334 0.519
N 1.957 -0.791 -0.235
O 3.227 -0.648 -0.867
O 3.971 0.221 0.149
N 3.066 0.733 0.985
N 2.170 -0.020 2.021
O 2.259 -1.312 2.257
H -1.714 1.914 1.103
H -3.815 0.641 0.735
H -3.970 -1.079 -0.983
H -1.784 -1.765 -2.228
H 0.234 -0.493 -1.723
H 2.142 -1.682 0.414
*
```



The structure with the most favorable energy is model P; the runner-up is 588.1 kJ/mol above it.



Model P:
The molecule C10H11N, computed with ωB97M-V with the def2-TZVPD basis set.

The HOMO energy is -8.17 eV. The calculation puts the HOMO-LUMO gap at 0.33293 hartree.

```
! RIJCOSX wB97M-V def2-TZVPD def2/J DEFGRID3
* xyz 0 1
C -1.880 -1.620 -1.259
C -0.751 -1.840 -2.049
C 0.410 -1.124 -1.842
C 0.309 -0.017 -0.889
C -0.817 -0.006 0.070
C -1.839 -0.697 -0.259
C -0.561 0.988 1.012
C 0.424 0.336 1.942
N 1.644 0.058 0.950
C 1.430 0.762 -0.213
C 0.659 2.015 0.465
H -2.526 -2.499 -1.237
H -0.608 -2.890 -2.556
H 1.030 -1.197 -3.003
H -2.674 -0.752 0.539
H -1.447 1.490 1.393
H 0.847 1.104 2.726
H -0.148 -0.480 2.357
H 2.618 0.255 1.592
H 2.278 0.936 -0.716
H 0.364 2.714 -0.346
H 1.238 2.468 1.325
*
```



Model Q:
The molecule C10H11N, computed with ωB97M-V with the def2-TZVPD basis set.

The HOMO energy (alpha / beta) is -6.95 / -6.95 eV. The calculation puts the HOMO-LUMO gap (alpha / beta) at 0.23231 / 0.23229 hartree.

```
! RIJCOSX wB97M-V def2-TZVPD def2/J DEFGRID3
* xyz 0 1
C 2.398 -0.819 -0.513
C 2.044 -1.926 -1.235
C 1.213 -0.196 -0.262
C 0.083 -0.864 -0.701
C 1.063 0.979 0.686
C -1.216 -0.753 -0.353
C -0.155 0.920 1.360
C 2.130 1.858 0.818
C -2.172 -1.779 -0.585
C -1.137 2.071 1.106
N 0.694 -1.936 -1.430
H 3.269 -0.766 0.031
H 2.729 -2.616 -1.617
H 1.964 2.634 1.535
H 3.157 1.735 0.443
H -1.542 -2.662 -0.536
H -2.441 -1.631 -1.588
H -3.011 -1.728 0.078
H -2.073 1.694 0.752
H -0.799 2.792 0.228
H -1.365 2.579 2.027
H 0.210 -2.728 -1.815
*
```



The structure with the most favorable energy is model P; the runner-up is 250.3 kJ/mol above it.



Model P:
The molecule C20H28N2O4S, computed with ωB97M-V with the def2-TZVPD basis set.

The HOMO energy is -7.81 eV. The calculation puts the HOMO-LUMO gap at 0.30398 hartree.

```
! RIJCOSX wB97M-V def2-TZVPD def2/J DEFGRID3
* xyz 0 1
C 0.292 2.126 0.653
C 1.540 1.760 1.453
O 2.762 1.929 0.767
C 3.181 3.265 0.547
C 2.838 3.814 -0.843
C 3.597 3.095 -1.963
N 3.342 1.673 -1.984
C 2.172 1.171 -2.450
S 1.152 2.110 -3.372
N 1.891 -0.123 -2.180
C 0.772 -0.798 -2.794
C -0.224 -1.282 -1.735
C 0.525 -1.805 -0.490
C -0.239 -2.981 0.092
O 0.193 -4.112 0.034
C -1.563 -2.689 0.691
C -2.423 -3.766 0.923
C -3.679 -3.568 1.451
C -4.105 -2.286 1.783
C -3.230 -1.206 1.610
C -1.978 -1.411 1.052
O -3.567 0.070 1.986
C -4.695 0.122 2.831
C -5.802 -0.780 2.290
O -5.368 -2.124 2.271
C 1.949 -2.197 -0.877
C 2.710 -0.943 -1.303
H -0.592 1.775 1.180
H 0.324 1.670 -0.334
H 0.207 3.203 0.533
H 1.559 2.336 2.391
H 1.522 0.696 1.710
H 2.756 3.919 1.318
H 4.271 3.257 0.669
H 1.771 3.713 -1.037
H 3.093 4.874 -0.868
H 3.286 3.505 -2.926
H 4.674 3.233 -1.844
H 3.785 1.173 -1.228
H 0.288 -0.096 -3.475
H 1.148 -1.643 -3.380
H -0.835 -2.076 -2.169
H -0.892 -0.468 -1.454
H 0.587 -1.013 0.261
H -2.086 -4.757 0.661
H -4.359 -4.389 1.612
H -1.348 -0.545 0.939
H -5.012 1.166 2.860
H -4.420 -0.209 3.842
H -6.688 -0.749 2.925
H -6.064 -0.460 1.272
H 1.922 -2.941 -1.673
H 2.456 -2.652 -0.025
H 2.950 -0.367 -0.401
H 3.649 -1.219 -1.802
*
```



Model Q:
The molecule C20H28N2O4S, computed with ωB97M-V with the def2-TZVPD basis set.

The HOMO energy is -8.05 eV. The calculation puts the HOMO-LUMO gap at 0.29015 hartree.

```
! RIJCOSX wB97M-V def2-TZVPD def2/J DEFGRID3
* xyz 0 1
C -1.929 -3.543 -0.199
C -3.297 -3.207 -0.118
O -3.389 -1.927 0.625
C -4.814 -1.617 0.837
C -4.832 -0.531 1.619
C -3.953 0.575 1.463
N -4.264 1.286 -0.104
S -3.253 2.456 -0.653
O -3.600 2.698 -1.897
O -3.224 3.686 0.430
C -1.681 1.756 -0.691
C -0.622 2.036 0.148
C 0.638 1.739 0.322
N 1.733 1.968 0.875
C 2.675 1.095 0.811
C 2.334 0.048 -0.193
C 0.893 0.480 -0.444
C 0.072 0.103 -1.435
C -1.327 0.607 -1.293
C -2.394 -0.019 -2.399
C 3.229 -0.811 -0.795
O 2.813 -1.814 -1.638
C 4.564 -0.716 -0.178
C 5.104 0.602 0.206
C 6.416 0.275 0.815
C 5.317 1.567 -0.950
C 4.004 1.302 1.333
H -1.689 -4.375 -0.992
H -1.462 -3.803 0.787
H -1.337 -2.789 -0.644
H -3.901 -3.000 -1.146
H -3.960 -3.974 0.340
H -5.322 -1.257 -0.205
H -5.592 -2.320 1.384
H -4.621 -0.748 2.828
H -5.730 -0.079 1.845
H -2.708 0.181 1.241
H -3.753 1.432 2.037
H -4.511 0.631 -0.764
H -0.976 2.926 0.888
H 1.711 2.711 1.678
H 0.218 -0.679 -2.234
H -3.120 0.866 -2.524
H -2.947 -0.633 -1.705
H -1.948 -0.475 -2.976
H 5.128 -1.419 -0.723
H 4.469 -1.547 0.816
H 7.186 -0.126 0.281
H 6.834 1.131 1.231
H 6.320 -0.401 1.824
H 4.352 1.539 -1.659
H 5.946 0.899 -1.424
H 5.684 2.373 -0.702
H 4.508 2.128 1.585
H 4.005 0.716 2.436
*
```



The structure with the most favorable energy is model P; the runner-up is 1524.9 kJ/mol above it.



Model P:
A 2-piece molecular cluster, C4H9O2S2 overall, computed with ωB97M-V with the def2-TZVPD basis set.

The HOMO energy is -4.38 eV. The calculation puts the HOMO-LUMO gap at 0.28053 hartree.

```
! RIJCOSX wB97M-V def2-TZVPD def2/J DEFGRID3
* xyz -1 1
O -0.317 0.493 -1.224
C 0.091 -0.663 -1.518
O 0.044 -1.681 -0.804
C 0.695 -0.824 -2.923
H 1.459 -1.602 -2.935
H -0.091 -1.129 -3.616
H 1.098 0.129 -3.265
C -2.031 -0.066 1.721
S -1.116 0.893 2.955
S 0.799 0.172 2.730
C 1.391 1.128 1.307
H -1.646 0.169 0.734
H -1.879 -1.126 1.895
H -3.082 0.191 1.833
H 1.326 2.186 1.546
H 2.431 0.847 1.163
H 0.826 0.883 0.400
*
```



Model Q:
A 2-piece molecular cluster, C4H9O2S2 overall, computed with ωB97M-V with the def2-TZVPD basis set.

The HOMO energy is -4.44 eV. The calculation puts the HOMO-LUMO gap at 0.29013 hartree.

```
! RIJCOSX wB97M-V def2-TZVPD def2/J DEFGRID3
* xyz -1 1
O -1.622 -0.096 0.380
C -1.765 1.027 -0.220
O -0.834 1.855 -0.475
C -3.172 1.395 -0.687
H -3.364 2.482 -0.592
H -3.281 1.150 -1.752
H -3.918 0.812 -0.091
C 1.012 0.832 2.060
C 1.099 -0.585 1.500
S 2.035 -0.617 -0.072
S 0.640 -1.585 -1.293
H 0.386 1.443 1.388
H 1.982 1.329 2.109
H 0.580 0.862 3.076
H 0.099 -0.985 1.271
H 1.629 -1.245 2.205
H -0.316 -0.705 -0.928
*
```



The structure with the most favorable energy is model P; the runner-up is 14.3 kJ/mol above it.